A cluster of 11 separate species, C83H179N9O11 in total in a non-equilibrium geometry. Source: the OMol25 dataset; level of theory: wB97M-V/def2-TZVPD.

## Properties
- gap between HOMO and LUMO (eV) = 8.6
- LUMO (eV) = 0.337
- SMILES string = CC1(C)CCCC(C)(C)N1O.CC1(C)CCCC(C)(C)N1O.CC1(C)CCCC(C)(C)N1O.CC1(C)CCCC(C)(C)N1O.CC1(C)CCCC(C)(C)N1O.CC1(C)CCCC(C)(C)N1O.CC1(C)CCCC(C)(C)N1O.CC1(C)CCCC(C)(C)N1O.CC1(C)CCCC(C)(C)N1O.CO.CO
- relative energy (zero: lowest compared OMol25 entry of this formula, charge and spin) (kcal/mol) = 0.00

Structure (ORCA input):
```
! wB97M-V def2-TZVPD RIJCOSX def2/J DEFGRID3
* xyz 0 1
C 19.6571 14.5228 20.5786
C 18.7696 14.0746 19.4293
C 17.8662 15.3156 19.1484
C 19.5745 13.6308 18.1664
C 18.7259 12.9912 17.0472
C 18.0234 11.7965 17.6913
C 17.1453 12.1683 18.8898
C 15.7739 12.9105 18.5552
C 16.6934 10.8162 19.4808
N 17.9842 12.8857 19.8389
O 17.1444 13.2957 20.9429
H 20.2358 15.3958 20.2092
H 19.1146 14.8477 21.4764
H 20.3649 13.7843 20.9096
H 17.4362 15.2303 18.1473
H 17.1152 15.5024 19.9425
H 18.4502 16.2134 19.1455
H 20.1981 14.4886 17.7911
H 20.2636 12.7971 18.4110
H 17.9553 13.6831 16.6950
H 19.2900 12.7545 16.2127
H 18.6862 10.9365 17.9491
H 17.2800 11.2884 17.1229
H 15.9242 13.6189 17.6630
H 15.3441 13.4456 19.3817
H 15.0701 12.2271 18.0942
H 17.5605 10.1626 19.7938
H 16.1661 10.2401 18.7007
H 16.1556 10.9885 20.4037
H 17.5552 12.8426 21.6975
C 15.8607 12.5485 11.3117
C 17.3828 12.2768 11.2540
C 17.9380 13.2246 10.1351
C 17.8919 12.5974 12.6383
C 19.3293 12.1702 12.7584
C 19.4981 10.7213 12.4457
C 18.8991 10.2148 11.1086
C 19.8923 10.5229 9.9412
C 18.6414 8.6976 11.1166
N 17.5493 10.8182 10.9917
O 16.9263 10.4674 9.7675
H 15.7072 13.5193 11.6932
H 15.2944 12.4499 10.3573
H 15.4367 11.8602 12.0535
H 17.7330 12.7143 9.1649
H 17.4680 14.1927 10.0622
H 19.0339 13.4164 10.1996
H 17.7989 13.6819 12.7147
H 17.2213 12.0931 13.3639
H 20.0127 12.8598 12.1798
H 19.5860 12.4229 13.7745
H 19.0012 10.2136 13.2792
H 20.5440 10.4223 12.4567
H 20.7274 9.9174 10.1860
H 20.2066 11.6203 9.8748
H 19.4383 10.1838 8.9834
H 19.5322 8.1120 11.4104
H 18.3336 8.3460 10.1393
H 17.8152 8.4990 11.8241
H 17.0208 11.1319 9.0699
C 26.0898 19.3484 14.0957
C 26.8153 19.2059 12.8154
C 28.3023 19.2770 13.1097
C 26.4920 17.7757 12.1623
C 25.0259 17.6678 11.6882
C 24.7126 18.8509 10.7774
C 25.0947 20.2141 11.2236
C 25.1895 21.2371 10.0331
C 24.0903 20.7613 12.2317
N 26.5376 20.1998 11.7157
O 26.8837 21.4552 12.2608
H 25.0726 19.2673 14.0397
H 26.3617 18.4556 14.7219
H 26.2958 20.2120 14.6667
H 28.9060 19.0837 12.2148
H 28.5299 20.2444 13.5823
H 28.5742 18.5639 13.9231
H 27.2415 17.6047 11.3276
H 26.6691 17.0431 12.9432
H 24.9161 16.7465 11.1518
H 24.3762 17.7588 12.5481
H 23.6339 18.8166 10.5740
H 25.1727 18.6454 9.8078
H 25.9744 20.9410 9.3832
H 25.3425 22.2223 10.4272
H 24.2708 21.2350 9.5004
H 23.3056 21.2229 11.6695
H 24.5169 21.5321 12.9440
H 23.6179 19.9590 12.8408
H 27.6613 21.7927 11.8073
C 20.9096 16.1652 15.1258
C 20.9398 17.4813 14.3320
C 22.0907 18.3425 14.9414
C 21.3742 17.2808 12.8523
C 20.2744 16.7005 11.9699
C 19.1010 17.5938 12.1383
C 18.4716 17.8272 13.5346
C 17.5458 19.0219 13.5321
C 17.8212 16.5463 14.0647
N 19.6792 18.2238 14.3639
O 19.2876 18.4082 15.7384
H 20.7180 15.4032 14.3613
H 21.9102 15.9457 15.4752
H 20.1431 16.1971 15.9206
H 21.9364 18.7275 15.9431
H 23.0841 17.8096 14.9925
H 22.1802 19.2546 14.3157
H 21.6513 18.2985 12.5547
H 22.2914 16.7284 12.9530
H 20.5910 16.6232 10.9679
H 19.9531 15.7057 12.2629
H 18.3416 17.1066 11.4802
H 19.3858 18.5747 11.7405
H 18.1233 19.9086 13.3447
H 17.1669 19.1252 14.5503
H 16.7661 18.8712 12.8114
H 16.8067 16.4384 13.6564
H 17.7200 16.7718 15.1553
H 18.5162 15.7365 13.9415
H 19.2405 19.3668 15.9066
C 15.5879 20.7286 20.4391
C 16.6277 20.6029 19.3242
C 18.0090 21.0486 19.7570
C 16.7174 19.0820 18.8822
C 15.4351 18.6482 18.2133
C 15.1089 19.6816 17.0516
C 15.1053 21.1634 17.4036
C 15.1990 22.0429 16.1079
C 13.7747 21.5778 18.1493
N 16.4008 21.4041 18.0826
O 16.4367 22.7786 18.5010
H 15.5003 21.8189 20.7194
H 14.6459 20.3431 20.1152
H 16.0325 20.2093 21.3003
H 18.4365 20.3809 20.5216
H 18.5912 20.9553 18.8761
H 18.0323 22.0705 20.1998
H 17.5842 18.9949 18.2338
H 16.9483 18.4943 19.8148
H 15.5486 17.6603 17.7131
H 14.6770 18.4015 18.8901
H 14.1613 19.4325 16.5314
H 15.9181 19.5187 16.3218
H 16.0440 21.9307 15.4429
H 15.1189 23.0580 16.4165
H 14.3129 21.7721 15.5445
H 13.8962 22.5397 18.6358
H 13.4310 20.8506 18.8742
H 12.9545 21.6102 17.4488
H 17.1082 23.1501 17.9028
C 25.7782 14.3294 15.4377
C 24.8250 13.4601 14.6178
C 23.6131 13.1691 15.5782
C 24.3798 14.3540 13.4019
C 23.4636 13.6036 12.4426
C 24.2894 12.4770 11.8521
C 24.9093 11.4725 12.8833
C 23.9179 10.3482 13.3227
C 26.1052 10.8150 12.2187
N 25.4862 12.3100 13.9672
O 25.9754 11.4534 15.0113
H 25.2382 15.2486 15.5538
H 26.0404 13.9071 16.4029
H 26.6873 14.4966 14.8054
H 23.2750 14.1173 15.9827
H 22.7292 12.7833 15.0346
H 23.8779 12.4348 16.3426
H 23.9221 15.3008 13.7736
H 25.3048 14.7359 12.9757
H 22.5902 13.2536 13.0424
H 23.0648 14.3269 11.7134
H 25.1052 13.0200 11.3030
H 23.7042 11.9537 11.0748
H 23.4329 9.9908 12.4005
H 23.0670 10.7077 13.9453
H 24.4184 9.5300 13.8689
H 26.8934 11.4837 11.7737
H 25.7242 10.1598 11.4994
H 26.6028 10.1762 12.9079
H 26.8653 11.7413 15.0637
C 18.0603 22.5896 8.3559
C 18.1785 23.6208 9.4837
C 17.8988 25.0049 8.9344
C 17.2197 23.3553 10.6322
C 17.6595 22.1977 11.4898
C 19.0742 22.3568 12.0161
C 20.0957 22.5781 10.9303
C 21.3984 23.1232 11.5045
C 20.4213 21.3099 10.1541
N 19.5900 23.6833 10.0637
O 20.4402 23.9729 8.9232
H 18.9815 22.3100 7.8165
H 17.7156 21.6623 8.7810
H 17.2835 22.9530 7.6182
H 18.4994 25.2747 8.0975
H 16.8158 25.1596 8.8439
H 18.0489 25.7835 9.7255
H 17.2365 24.3114 11.2457
H 16.2179 23.2389 10.1779
H 16.8885 21.8638 12.2002
H 17.7668 21.3153 10.7998
H 19.4071 21.4732 12.5585
H 19.0193 23.2468 12.6618
H 21.1927 24.0571 12.0447
H 22.0991 23.2289 10.7088
H 21.7818 22.5555 12.3098
H 19.4979 20.8826 9.8281
H 20.8599 20.5163 10.7978
H 21.1105 21.5047 9.3566
H 20.9400 24.7737 9.1919
C 14.5871 17.3966 13.0749
C 13.3273 18.2575 12.8292
C 12.3001 17.9413 13.9364
C 13.8271 19.6922 12.8555
C 12.8202 20.7357 12.3801
C 12.4691 20.3146 10.9747
C 11.9507 18.8460 10.7849
C 10.4878 18.6602 11.1862
C 12.0016 18.5023 9.2966
N 12.9258 17.9403 11.4015
O 12.4125 16.6329 11.4432
H 14.3676 16.3239 13.2253
H 15.2350 17.4704 12.1687
H 15.1753 17.8374 13.8944
H 12.0775 16.8698 13.7939
H 12.7701 18.2101 14.8945
H 11.4314 18.6319 13.8766
H 14.2088 19.8925 13.8679
H 14.7518 19.8333 12.2674
H 11.9290 20.7002 13.0302
H 13.2232 21.7507 12.4240
H 13.3677 20.4168 10.3214
H 11.6539 20.9591 10.6103
H 9.8799 19.2023 10.5093
H 10.4144 19.0524 12.2027
H 10.2016 17.6166 11.1272
H 11.5499 19.2494 8.6185
H 11.5001 17.5832 9.0646
H 13.0422 18.3612 9.0338
H 13.1247 16.0243 11.1259
C 28.4569 15.7771 18.6992
C 27.1452 16.5408 18.9366
C 27.3695 17.6371 20.0119
C 26.6745 17.1177 17.5455
C 25.2322 17.5535 17.4524
C 24.2663 16.4492 17.9873
C 24.6648 15.9092 19.3690
C 24.2051 16.9801 20.3952
C 23.8624 14.6914 19.6643
N 26.1071 15.5549 19.3336
O 26.4292 15.0884 20.5975
H 28.8497 15.5170 19.7058
H 28.3775 14.9305 18.0066
H 29.1597 16.4833 18.2859
H 27.3012 17.2961 21.0493
H 28.3512 18.0621 19.7420
H 26.5892 18.3773 19.8747
H 27.2400 17.9827 17.2566
H 26.8282 16.2412 16.8751
H 25.1324 18.4051 18.0850
H 24.9626 17.6679 16.3889
H 24.2564 15.5726 17.3608
H 23.2747 16.9021 18.0362
H 23.1023 17.0684 20.4443
H 24.6149 17.9436 20.1272
H 24.5575 16.8340 21.4238
H 22.7922 14.8799 19.6359
H 24.0428 14.4248 20.7202
H 24.1256 13.7669 19.0942
H 26.2367 14.1367 20.6164
C 20.2359 18.4462 19.0584
O 20.5624 17.3702 18.2606
H 19.7306 18.0190 19.9484
H 21.1222 18.9128 19.4972
H 19.7056 19.2655 18.5585
H 20.2405 17.5620 17.3861
C 19.0492 22.0909 15.8744
O 18.4850 20.8701 16.3521
H 20.0618 22.3172 16.2071
H 18.9694 21.9803 14.7896
H 18.4914 23.0007 16.0363
H 17.6864 21.0564 16.9124
*
```

Results of the Löwdin charge analysis, in e, for atoms 1 through 6:
1 C -0.041
2 C -0.478
3 C -0.024
4 C -0.102
5 C -0.160
6 C -0.143